The following is a DFT calculation (wB97M-V/def2-TZVPD) of a molecular structure, C29H46BrCdN3P2S in a non-equilibrium geometry.

## Properties
total charge = +2
relative energy (zero: lowest compared OMol25 entry of this formula, charge and spin) = 158.6 kJ/mol
calculated total energy = -139293.334 eV
highest occupied orbital energy = -12.3051 eV
E_LUMO = -7.1611 eV

```
83
C29H46BrCdN3P2S (wB97M-V/def2-TZVPD)
N -6.97652 5.12431 -6.34946
C -6.79999 5.66490 -5.13799
C -5.81334 5.19549 -4.25478
C -5.03187 4.06039 -4.59710
C -5.27396 3.49768 -5.87968
C -6.23627 4.07705 -6.72642
C -3.98940 3.53087 -3.70596
Cd 0.46002 -0.09485 -0.58376
P 4.95397 -0.79406 -0.96164
C -3.33187 2.34626 -3.89079
C -2.23705 1.94673 -3.03268
C -1.01068 1.49827 -3.56804
C 0.17314 1.65695 -2.85256
C 0.08552 2.38270 -1.60942
C -1.16575 2.33428 -0.90383
C -2.32093 2.29172 -1.67170
Br 1.20371 3.89806 -1.45575
H -3.74830 4.21623 -2.87891
H -3.59648 1.75932 -4.76787
H -5.65898 5.75459 -3.33428
H -4.68940 2.65988 -6.25602
H -7.46633 6.50134 -4.87891
H -6.39121 3.66322 -7.73369
H -0.98533 1.14554 -4.59734
H -3.27048 2.65920 -1.27481
H 1.13973 1.32686 -3.25301
H -1.25441 2.47633 0.17282
P -0.58577 -2.22110 -1.18345
C 4.49163 0.96730 -0.82984
C 5.74642 1.79451 -1.14463
H 4.17889 1.14860 0.20893
H 3.65739 1.21851 -1.50526
H 5.59760 2.82990 -0.83289
H 6.61361 1.40186 -0.59727
H 5.97347 1.80203 -2.21589
C 4.37175 -1.28578 -2.63769
C 5.37367 -2.26931 -3.28647
H 4.33764 -0.35168 -3.23169
H 3.34326 -1.69694 -2.59904
H 5.11824 -2.39704 -4.34756
H 6.39904 -1.86448 -3.23338
H 5.34384 -3.25821 -2.80227
C 4.05076 -1.75795 0.30565
C 5.00187 -2.01434 1.48804
H 3.75715 -2.71661 -0.15709
H 3.12507 -1.23726 0.60898
H 4.56237 -2.73053 2.18184
H 5.95478 -2.43325 1.14347
H 5.20183 -1.09950 2.05124
C -0.59058 -3.38152 0.22204
C -1.62002 -4.50382 0.16794
H -0.73174 -2.79716 1.14888
H 0.44090 -3.76813 0.26782
H -2.59146 -4.17158 0.56034
H -1.75993 -4.89853 -0.84630
H -1.25326 -5.31694 0.80690
C 0.53155 -2.84229 -2.48376
C 0.08837 -2.49997 -3.91130
H 0.59393 -3.92589 -2.29156
H 1.54182 -2.42440 -2.30868
H -0.89849 -2.91915 -4.14963
H 0.04896 -1.41238 -4.07851
H 0.82594 -2.92155 -4.60702
C -2.21729 -2.06589 -1.96442
C -3.43736 -1.79590 -1.08642
H -2.34110 -2.99860 -2.54274
H -2.11313 -1.23526 -2.68546
H -4.20079 -1.32299 -1.71852
H -3.85477 -2.73686 -0.71083
H -3.23926 -1.12032 -0.24302
C -0.51851 -1.57460 4.52757
N 0.07101 -0.28408 4.19299
C 0.65759 0.57398 5.10633
C 1.01022 1.70092 4.43349
N 0.65907 1.49619 3.10434
C 0.06545 0.27833 2.95116
S -0.79245 -0.30266 1.61329
H -1.61937 -1.54400 4.50264
H -0.16029 -2.34025 3.82568
H -0.19209 -1.82675 5.54591
H 0.75238 0.30287 6.14635
H 1.42468 2.63211 4.77289
H 0.72775 2.15460 2.33095
```

The Löwdin scheme yields these atomic charges, measured in e:
1 N 0.0630
2 C -0.1172
3 C -0.0106
4 C -0.2058
5 C -0.0120
6 C -0.1191
7 C -0.0057
8 Cd 1.1584
9 P 0.9452
10 C -0.0388
11 C -0.2138
12 C -0.0342
13 C -0.2011
14 C -0.8166
15 C -0.1910
16 C -0.0217
17 Br 0.8270
18 H 0.1268
19 H 0.1118
20 H 0.1092
21 H 0.0990
22 H 0.1193
23 H 0.1175
24 H 0.1319
25 H 0.1367
26 H 0.1071
27 H 0.0876
28 P 0.7993
29 C -0.4609
30 C -0.1721
31 H 0.0683
32 H 0.0448
33 H 0.0675
34 H 0.0679
35 H 0.0748
36 C -0.4351
37 C -0.1646
38 H 0.0764
39 H 0.0339
40 H 0.0701
41 H 0.0724
42 H 0.0717
43 C -0.4590
44 C -0.1748
45 H 0.0736
46 H 0.0321
47 H 0.0647
48 H 0.0721
49 H 0.0688
50 C -0.4221
51 C -0.1212
52 H -0.0009
53 H 0.0924
54 H 0.0764
55 H 0.0814
56 H 0.0895
57 C -0.4112
58 C -0.1297
59 H 0.0973
60 H 0.0346
61 H 0.0737
62 H 0.0605
63 H 0.0921
64 C -0.3996
65 C -0.1209
66 H 0.0965
67 H 0.0706
68 H 0.0868
69 H 0.0733
70 H 0.0570
71 C -0.0080
72 N -0.1176
73 C -0.0109
74 C -0.0251
75 N 0.0765
76 C -0.7403
77 S 0.5672
78 H 0.1089
79 H 0.0928
80 H 0.1074
81 H 0.1407
82 H 0.1314
83 H 0.1559